# 1
{"formula": "C25H38As3Cl2O3OsS", "method": "ωB97M-V with the def2-TZVPD basis set", "orbital_gap_ev": [7.2, 5.4], "charge": 3, "s_squared": 6.018, "multiplicity": 5, "relative_energy_ev": 0.000, "symbols": ["H", "H", "H", "H", "H", "C", "C", "C", "H", "H", "C", "H", "H", "C", "C", "H", "H", "Os", "H", "H", "As", "C", "C", "C", "C", "O", "H", "H", "Cl", "C", "H", "C", "H", "C", "H", "H", "H", "C", "H", "C", "H", "H", "O", "C", "H", "C", "H", "H", "As", "C", "H", "C", "C", "C", "H", "H", "C", "C", "H", "S", "C", "C", "H", "Cl", "H", "H", "H", "H", "H", "As", "H", "O", "H"], "positions_angstrom": [[0.608, -2.078, 2.918], [2.442, 2.457, 6.333], [0.783, 1.290, 2.001], [-0.943, -3.025, -2.429], [1.622, 1.544, -3.260], [1.131, 3.451, -0.329], [1.752, 1.268, 2.510], [-3.866, 3.044, 1.884], [0.734, -2.429, -5.771], [-0.373, -0.639, 4.644], [2.572, -1.003, 1.544], [1.655, 3.980, -1.155], [-5.558, 0.934, -0.037], [1.541, -3.128, -0.328], [-3.586, -3.567, -4.511], [-0.385, -3.123, 1.920], [-0.440, 0.568, 5.893], [-0.329, 0.165, -1.124], [-3.010, -4.383, -2.592], [3.063, 0.688, -2.708], [1.691, 1.609, -0.798], [-4.752, 1.383, 0.424], [4.203, 0.609, 2.737], [-3.350, -0.061, -0.895], [-2.775, -3.686, -3.381], [0.384, -0.862, -2.716], [-1.068, -1.676, 2.300], [2.563, 3.101, 4.771], [-1.174, 3.168, 2.455], [1.252, -2.066, -4.856], [1.845, -3.806, 0.482], [-3.326, -2.665, -5.548], [-1.019, 1.065, 4.306], [1.871, 2.520, 5.402], [1.488, -2.874, -4.157], [2.029, -1.395, -5.047], [0.030, 3.442, -0.409], [3.136, 1.216, 0.447], [3.172, 2.471, -2.790], [2.452, 1.591, -2.557], [3.621, 2.146, 0.431], [0.689, -3.577, -0.772], [-1.019, 1.336, 0.298], [-2.553, 2.616, 1.592], [1.333, 3.851, 0.709], [-1.444, -1.965, -4.332], [2.385, -3.180, -1.007], [-2.022, -1.006, -6.182], [1.482, 0.909, 4.454], [-0.117, -2.123, 2.079], [0.913, 3.042, 5.493], [-2.267, -1.766, -5.424], [-2.293, 1.645, 0.599], [-4.949, 2.378, 1.340], [-4.379, -4.270, -4.643], [2.065, 2.268, 2.636], [-1.598, -2.919, -3.290], [-0.366, 0.416, 4.843], [-4.020, 3.778, 2.644], [-0.010, -0.957, -4.258], [2.884, 0.483, 1.887], [-3.448, 0.968, 0.108], [-4.245, -0.568, -1.174], [-6.589, 2.880, 1.725], [3.763, 0.555, -0.158], [-4.008, -2.613, -6.406], [4.069, 0.325, 3.781], [3.380, -1.451, 1.012], [2.481, -1.651, 2.469], [0.946, -1.532, 0.517], [4.916, -0.096, 2.203], [-2.324, -0.558, -1.367], [4.660, 1.533, 2.623]], "forces_ev_per_a": [[-0.833, -0.086, -0.298], [-0.617, -0.476, 0.131], [0.034, -0.387, 0.084], [0.042, 0.230, -0.383], [0.116, 0.322, -0.016], [-0.040, -0.218, -0.164], [-0.315, -0.981, 1.112], [1.471, -0.983, 0.329], [0.887, -0.025, 0.285], [-0.740, -0.402, -0.312], [-0.825, -0.171, 1.478], [-0.682, 0.400, 0.867], [-1.607, -1.001, -0.845], [0.792, -1.298, 1.234], [0.575, 0.049, -0.436], [-0.086, -1.785, -0.211], [-0.349, 0.098, 0.904], [0.106, 0.297, 0.356], [-0.095, -0.188, -0.054], [-0.294, 0.141, 0.279], [-1.145, 0.129, 0.568], [1.792, 0.430, 0.899], [-0.636, -2.974, -2.162], [0.156, -0.051, 1.182], [1.074, 0.639, -0.188], [-0.318, 0.235, 0.143], [-0.160, 0.968, -0.091], [-0.427, -0.082, -0.054], [0.027, 0.709, 0.333], [-2.016, -0.536, -0.133], [-0.155, 0.042, -0.055], [-0.546, 0.243, 0.153], [-0.560, 0.177, -0.608], [0.975, 0.861, -0.397], [-0.181, 0.211, -0.123], [1.686, 0.497, -0.602], [0.606, 0.285, -0.403], [-0.405, -2.513, 0.194], [-1.427, -1.289, 0.431], [2.030, 1.250, -0.754], [0.910, 1.372, 0.783], [-0.810, -0.464, -0.613], [-0.739, -0.403, -0.218], [-0.723, -0.429, -0.757], [0.368, -0.725, -1.310], [0.958, -0.358, 1.659], [-0.029, 0.854, -0.242], [-0.294, -0.371, 0.398], [-0.747, -0.028, -0.384], [1.365, 0.436, 0.110], [0.195, -0.003, 0.272], [-0.059, -0.480, -0.203], [-0.761, -0.301, 0.770], [-1.179, 0.829, -0.175], [-0.608, -0.164, 0.069], [0.427, 1.426, -0.187], [-1.869, 0.150, -1.179], [1.875, -0.232, 0.245], [-0.042, 0.527, 0.288], [0.102, 0.106, 0.700], [0.381, 0.739, -1.979], [0.665, 0.520, -1.171], [-1.046, -0.155, -0.398], [0.976, -0.242, -0.118], [0.231, -0.082, 0.213], [0.413, -0.078, 0.375], [0.125, -0.119, -0.039], [0.854, -0.062, -0.516], [0.196, 0.868, -0.717], [-0.366, 1.272, 0.696], [-0.574, 0.577, 1.147], [1.351, 0.210, -0.311], [0.544, 2.042, 0.119]], "lowdin_charge": [0.027, 0.066, 0.029, 0.091, 0.011, -0.223, -0.321, -0.043, 0.098, 0.013, -0.307, 0.048, 0.108, -0.277, -0.031, 0.016, 0.040, 1.199, 0.117, 0.044, 1.047, -0.020, -0.024, -0.115, -0.036, -0.769, 0.029, 0.052, 0.786, -0.167, 0.060, -0.026, 0.005, -0.232, 0.089, 0.036, 0.015, -0.274, 0.097, -0.281, 0.067, 0.008, -0.411, -0.537, 0.055, -0.445, 0.055, 0.133, 1.388, -0.234, 0.060, -0.067, -0.318, -0.604, 0.117, 0.055, -0.061, -0.208, 0.121, 1.065, -0.600, -0.105, 0.148, 0.741, 0.084, 0.134, 0.068, 0.068, 0.097, 1.094, 0.125, -0.134, 0.066]}

---

# 2
{"formula": "C25H38BI2N10O3", "method": "ωB97M-V with the def2-TZVPD basis set", "orbital_gap_ev": 7.1, "charge": -1, "relative_energy_ev": 0.000, "symbols": ["C", "H", "H", "H", "H", "H", "C", "H", "C", "H", "H", "C", "C", "N", "N", "O", "H", "N", "N", "H", "C", "H", "H", "C", "H", "H", "H", "C", "H", "C", "H", "N", "H", "C", "N", "H", "H", "C", "H", "C", "C", "C", "O", "C", "H", "I", "B", "H", "C", "H", "H", "C", "C", "H", "C", "O", "H", "H", "N", "H", "C", "C", "C", "H", "N", "H", "I", "H", "N", "H", "C", "N", "H", "H", "C", "H", "C", "H", "H"], "positions_angstrom": [[-0.478, 4.135, 1.634], [3.072, -3.425, 0.293], [0.957, -1.210, 6.807], [2.656, -2.641, 1.832], [8.143, 7.328, -2.121], [5.999, -1.392, 0.945], [5.326, 3.258, -0.029], [0.303, -2.856, 6.918], [2.706, -0.348, 3.313], [6.345, 2.810, -0.079], [-6.801, 0.172, -4.643], [-1.605, -1.927, 0.636], [5.978, -2.471, 0.679], [-6.432, -4.249, -1.005], [1.946, 4.679, 4.403], [3.419, -1.424, 0.259], [5.811, -4.699, 0.998], [-6.371, 1.047, -1.645], [-1.746, -0.985, 8.437], [5.841, -2.622, -0.411], [7.394, 7.055, -1.379], [-0.132, -1.339, 2.032], [-8.090, -0.529, -5.644], [6.453, 6.076, -1.954], [2.215, 0.239, 1.054], [6.854, 7.950, -1.071], [-4.345, -1.077, -2.815], [-7.015, -0.490, -5.483], [-0.099, 5.138, 6.768], [-0.659, -0.928, 1.172], [-4.706, -4.835, -3.579], [-8.027, -1.859, -8.356], [-1.038, 5.263, 5.268], [-7.817, -2.981, -8.243], [-2.340, -2.703, 0.216], [0.349, 4.841, 1.572], [-3.902, -0.865, -1.110], [-7.544, -4.422, -8.094], [-0.078, 6.645, 5.831], [4.277, 0.960, 0.314], [-4.734, -0.996, -1.800], [4.823, -3.111, 1.496], [4.932, -4.549, 1.367], [-4.430, -4.967, -2.533], [4.985, 3.407, -1.068], [3.476, 2.933, 2.517], [3.344, -0.196, 1.069], [-4.171, -6.011, -2.360], [0.055, -1.814, 6.719], [-6.587, -4.665, -8.553], [-5.263, -1.914, -1.547], [-0.958, -1.347, 7.686], [4.447, 2.228, 0.747], [5.366, 4.215, 0.529], [-5.654, 0.154, -1.709], [3.733, -0.381, 2.520], [-0.330, -1.725, 5.705], [7.891, 6.623, -0.511], [0.209, 1.894, 0.468], [0.068, -0.656, 0.408], [1.046, 5.066, 4.997], [3.402, -2.624, 1.004], [-5.559, -4.576, -1.672], [4.915, -2.780, 2.557], [1.652, -0.263, 3.780], [-3.564, -4.344, -2.310], [5.289, 0.455, -1.555], [-1.199, -0.036, 1.480], [-6.115, -2.896, -4.975], [-0.709, 3.949, 2.682], [-0.114, 5.559, 5.763], [5.720, 5.313, -2.394], [-1.353, 4.563, 1.144], [-7.507, -4.680, -7.036], [-6.506, -1.841, -5.194], [-8.331, -4.999, -8.577], [-0.104, 2.872, 0.975], [-6.535, -0.101, -6.379], [6.978, -2.881, 0.952]], "forces_ev_per_a": [[0.092, -0.318, -0.211], [0.191, 0.473, 0.481], [-0.052, 0.017, -0.089], [0.527, 0.233, -0.265], [-0.029, -0.019, 0.015], [0.077, -0.598, -0.590], [-0.147, -0.485, 1.190], [-0.035, 0.032, 0.021], [1.109, 0.150, -2.346], [-0.542, 0.514, -0.017], [-0.006, -0.060, 0.023], [0.458, 0.443, 0.283], [-0.349, 0.376, 0.456], [-0.158, 0.016, 0.065], [-0.066, 0.135, 0.210], [0.330, -0.436, 1.639], [-0.245, -0.107, 0.125], [-0.108, 0.124, -0.061], [-0.102, 0.053, 0.118], [-0.080, 0.318, 0.639], [-0.272, -0.313, -0.154], [0.024, 0.042, -0.021], [0.049, -0.038, -0.030], [0.446, 0.466, 0.282], [-0.093, 0.060, 0.216], [0.002, -0.040, -0.010], [-0.021, 0.023, 0.022], [0.177, -0.230, 0.172], [0.008, -0.012, -0.045], [-0.312, -0.555, -0.167], [-0.056, 0.058, 0.051], [-0.024, 0.100, -0.005], [0.034, -0.006, 0.016], [0.134, -0.599, 0.094], [-0.158, -0.090, -0.159], [0.034, -0.084, 0.031], [-0.039, -0.037, -0.006], [-0.097, 0.377, -0.015], [0.013, -0.035, -0.015], [0.020, 0.833, 1.242], [-0.237, 0.361, 0.052], [0.311, 0.739, -0.246], [-0.182, 0.430, 0.256], [-0.263, 0.090, 0.143], [-0.005, -0.029, 0.633], [0.489, -0.101, -0.916], [-0.410, 0.475, -2.414], [-0.017, 0.044, 0.060], [-0.321, 0.127, 0.297], [-0.022, 0.038, 0.023], [-0.015, 0.062, 0.040], [0.475, -0.235, -0.450], [0.698, -0.487, -1.709], [-0.013, -0.455, -0.480], [0.418, -0.564, -0.068], [-0.588, -0.267, 1.978], [0.082, 0.071, 0.016], [-0.035, -0.007, -0.027], [-0.145, 0.012, -0.261], [0.003, 0.030, 0.077], [-0.545, 0.219, 0.373], [0.100, -1.293, -1.281], [0.533, -0.149, -0.378], [0.174, -0.576, -0.495], [-0.211, -0.249, 1.121], [-0.043, -0.011, 0.088], [-0.461, 0.085, 0.630], [0.033, -0.029, -0.039], [0.078, -0.186, 0.000], [0.052, -0.034, -0.028], [0.355, -0.148, -0.236], [-0.083, 0.036, -0.238], [0.018, -0.038, 0.000], [0.034, 0.076, -0.016], [-0.255, 0.543, -0.150], [0.015, 0.048, -0.002], [-0.055, 0.626, 0.353], [-0.043, -0.068, -0.004], [-0.653, 0.035, 0.112]], "lowdin_charge": [-0.074, 0.128, 0.074, 0.120, 0.075, 0.064, -0.269, 0.077, -0.446, 0.044, 0.066, -0.264, -0.074, 0.124, 0.053, -0.136, 0.063, 0.108, 0.102, 0.073, -0.068, 0.062, 0.078, -0.261, 0.087, 0.077, 0.075, -0.069, 0.082, -0.081, 0.050, 0.133, 0.076, -0.273, 0.107, 0.070, 0.056, -0.067, 0.078, -0.535, -0.067, -0.367, -0.072, -0.073, 0.011, 0.968, -0.858, 0.076, -0.076, 0.081, 0.046, -0.287, -0.779, 0.032, -0.279, 0.005, 0.070, 0.079, 0.174, 0.060, -0.257, -0.180, -0.294, 0.133, 0.146, 0.072, 0.842, 0.061, 0.142, 0.064, -0.060, 0.152, 0.075, 0.071, -0.271, 0.077, -0.260, 0.078, 0.079]}

---

# 3
{"formula": "C25H38Cl2GaN2O3P", "method": "ωB97M-V with the def2-TZVPD basis set", "orbital_gap_ev": 7.4, "charge": 0, "symbols": ["H", "C", "C", "H", "Ga", "H", "H", "H", "P", "C", "H", "H", "C", "C", "H", "H", "H", "C", "O", "H", "C", "H", "Cl", "O", "C", "C", "H", "Cl", "C", "C", "C", "C", "H", "H", "H", "H", "H", "H", "C", "C", "H", "H", "H", "H", "H", "C", "H", "C", "C", "H", "H", "H", "C", "H", "H", "H", "H", "H", "H", "H", "N", "C", "H", "C", "C", "O", "C", "N", "H", "C", "H", "C"], "positions_angstrom": [[-5.436, 1.046, 1.049], [5.722, -2.614, 1.820], [0.074, -1.860, -1.267], [1.464, 0.798, 3.400], [1.144, 0.550, 0.273], [0.000, -4.412, 0.147], [4.889, -3.280, 1.551], [1.734, 2.154, -4.611], [-3.655, -1.043, -0.271], [7.945, -2.245, 2.759], [-0.670, 4.626, -2.932], [-9.308, -0.114, -0.472], [5.668, -1.250, 1.454], [2.239, -2.927, -1.181], [-3.604, 1.280, -0.799], [-0.844, -4.305, -1.405], [-5.812, -2.430, -1.498], [4.408, -0.618, 0.962], [3.242, -0.915, 1.244], [-4.011, -0.553, 2.123], [6.869, -3.092, 2.472], [6.760, 0.597, 1.233], [0.407, -1.066, 1.688], [0.120, 1.808, -1.201], [-0.615, 2.497, 1.616], [-7.643, -1.367, -1.065], [1.683, 1.517, -2.543], [2.930, 1.776, -0.261], [-8.230, -0.285, -0.396], [-5.454, -0.703, -0.241], [-3.155, -0.545, 1.435], [1.337, 1.822, 3.035], [-1.106, 2.469, 0.646], [-2.324, 2.920, 2.884], [2.549, -3.950, -1.416], [-0.794, 3.451, 3.554], [8.758, -0.259, 2.498], [6.929, -4.149, 2.753], [0.719, 1.988, -2.301], [-6.269, -1.586, -0.978], [0.299, 2.928, -5.373], [0.916, 2.415, 3.863], [-2.405, -1.275, 1.780], [4.622, 0.202, 0.228], [8.796, -2.609, 3.334], [0.987, 2.949, -4.516], [-1.558, 3.529, -4.029], [0.139, -4.257, -0.932], [-3.075, 0.427, -1.228], [2.593, -2.601, -0.192], [-2.688, 0.450, 1.412], [-7.884, 1.419, 0.883], [7.901, -0.909, 2.327], [2.620, -2.213, -1.927], [-1.018, -1.981, -1.332], [1.510, 3.919, -4.491], [0.790, -5.031, -1.339], [-1.560, 3.225, -2.253], [-3.326, 0.338, -2.291], [-1.552, 4.344, 2.245], [0.218, 2.731, -3.289], [-7.430, 0.567, 0.370], [-8.262, -2.050, -1.639], [6.788, -0.419, 1.647], [0.520, 1.830, 1.798], [0.616, -0.713, -1.268], [-0.964, 3.575, -3.104], [0.778, -2.977, -1.200], [-1.988, 0.573, -1.129], [-1.348, 3.339, 2.623], [2.350, 2.165, 2.819], [-6.044, 0.372, 0.446]], "forces_ev_per_a": [[-0.089, -0.120, -0.174], [0.430, 0.513, 0.073], [0.860, 0.580, 0.440], [-0.101, 0.003, 0.014], [-1.074, 1.546, 1.639], [0.190, 0.068, -0.218], [0.360, 0.386, 0.401], [-0.190, 0.185, -0.086], [0.181, -0.243, 0.051], [-0.612, 0.471, -0.161], [-0.051, -0.417, -0.035], [0.405, -0.057, 0.064], [-0.277, -0.710, 0.685], [-0.062, 0.043, 0.231], [0.211, 0.259, -0.190], [0.133, 0.043, -0.013], [-0.108, 0.236, 0.178], [-0.573, 0.023, -0.639], [2.516, 0.163, -0.433], [0.228, -0.004, -0.198], [-0.194, -0.206, -0.239], [0.035, -0.352, 0.417], [-0.345, -1.339, -0.103], [1.084, 0.356, -1.977], [-0.266, 0.317, 0.246], [-0.059, 0.217, 0.261], [-0.283, 0.027, 0.213], [0.761, 0.010, -0.635], [0.290, -0.186, -0.045], [-0.409, -0.187, -0.234], [0.288, -0.119, 0.014], [0.126, -0.123, 0.628], [0.018, -0.118, -0.027], [-0.021, -0.128, -0.050], [0.358, 0.372, 0.088], [-0.018, 0.012, -0.004], [-0.210, -0.129, 0.002], [-0.056, 0.427, -0.078], [-1.324, -0.327, 1.265], [-0.054, 0.570, 0.197], [0.285, -0.044, 0.197], [0.205, -0.089, -0.241], [-0.250, 0.473, 0.006], [-0.384, -0.298, 0.607], [-0.174, 0.061, -0.277], [-0.015, 0.035, 0.288], [0.072, 0.021, 0.340], [-0.154, -0.033, 0.073], [-0.015, 0.101, 0.142], [-0.076, -0.252, -0.245], [-0.085, -0.261, 0.217], [0.147, -0.318, -0.104], [0.172, -0.262, -0.093], [-0.258, -0.294, 0.198], [0.208, 0.073, 0.083], [-0.230, -0.260, -0.037], [-0.271, -0.092, 0.052], [0.275, 0.012, -0.262], [-0.018, -0.043, 0.180], [0.055, 0.059, -0.085], [0.100, 0.386, -0.013], [0.168, 0.125, -0.131], [0.046, 0.096, 0.036], [-0.413, -0.338, -0.212], [-0.094, -0.359, -1.561], [-0.275, -1.064, -0.454], [-0.031, 0.033, -0.111], [-0.302, 0.605, -0.186], [-0.349, -0.084, 0.040], [-0.001, 0.162, 0.267], [0.035, 0.215, 0.016], [-0.471, -0.425, -0.300]], "lowdin_charge": [0.102, -0.016, -0.283, 0.044, -0.050, 0.103, 0.118, 0.091, 0.886, -0.078, 0.103, 0.101, -0.179, -0.006, 0.034, 0.096, 0.087, -0.230, -0.089, 0.037, -0.080, 0.122, 0.279, -0.121, -0.238, -0.098, 0.101, 0.324, -0.096, -0.414, -0.295, -0.150, 0.060, 0.061, 0.089, 0.051, 0.104, 0.105, -0.302, -0.123, 0.091, 0.064, -0.013, 0.049, 0.104, -0.038, 0.091, -0.025, -0.294, 0.075, 0.026, 0.102, -0.079, 0.107, 0.122, 0.098, 0.085, 0.088, 0.038, 0.063, -0.168, -0.091, 0.097, -0.034, -0.390, -0.109, -0.018, -0.159, 0.014, -0.110, 0.062, -0.099]}

---

Molecular weight
In order: 904.545 791.266 586.193
Unit: g/mol